#a
Here is a molecular structure, C46H32F5InN6OP2SSe2 from the Open Molecules 2025 dataset. Energies are from ωB97M-V with the def2-TZVPD basis set.

Cartesian coordinates (Å):
In1 0.8483 0.1605 0.0772
C1 -0.2566 -3.8936 1.8282
C2 0.3255 -2.5609 1.4969
N1 -0.0632 -1.8349 0.5236
N2 -1.0352 -2.2524 -0.3307
C3 -1.3913 -1.2694 -1.1378
O1 -0.9401 -0.0680 -1.1173
C4 -2.3873 -1.5967 -2.1918
C5 -2.7964 -2.9079 -2.4180
C6 -3.6836 -3.1880 -3.4447
C7 -4.1704 -2.1637 -4.2468
C8 -3.7669 -0.8550 -4.0215
C9 -2.8756 -0.5735 -2.9982
C10 1.4016 -1.9698 2.3342
C11 1.8647 -2.6057 3.4783
C12 2.8578 -2.0035 4.2329
C13 3.3683 -0.7812 3.8316
C14 2.8555 -0.2057 2.6819
N3 1.9051 -0.7839 1.9564
H1 -0.9084 -4.2095 1.0197
H2 -0.8465 -3.8260 2.7456
H3 0.5257 -4.6385 1.9785
H4 -2.4036 -3.6961 -1.7912
H5 -3.9921 -4.2095 -3.6254
H6 -4.8579 -2.3877 -5.0523
H7 -4.1348 -0.0563 -4.6530
H8 -2.5299 0.4362 -2.8225
H9 1.4452 -3.5545 3.7772
H10 3.2253 -2.4853 5.1292
H11 4.1419 -0.2767 4.3919
H12 3.2048 0.7567 2.3263
Se1 -4.7566 2.6883 4.2975
P1 -3.2990 3.5502 3.0712
C15 -2.5058 4.9568 3.8838
C16 -3.2745 6.0901 4.1506
C17 -2.7573 7.1150 4.9239
C18 -1.4819 7.0018 5.4634
C19 -0.7247 5.8669 5.2202
C20 -1.2318 4.8469 4.4275
C21 -4.0014 4.1168 1.4904
C22 -3.9078 5.4141 1.0038
C23 -4.5053 5.7526 -0.2055
C24 -5.2027 4.7980 -0.9261
C25 -5.3072 3.4999 -0.4386
C26 -4.7125 3.1602 0.7629
C27 -1.9866 2.4035 2.5502
C28 -0.8928 2.4179 1.6751
N4 -0.4814 1.1328 1.5975
N5 -1.2423 0.3803 2.3701
N6 -2.1440 1.1222 2.9528
P2 0.0432 3.5413 0.6337
Se2 1.9793 2.6687 0.2148
C29 -0.8665 3.7736 -0.8976
C30 -1.9563 2.9700 -1.2067
C31 -2.5680 3.0994 -2.4469
C32 -2.0900 4.0138 -3.3692
C33 -0.9947 4.8140 -3.0602
C34 -0.3791 4.6924 -1.8294
C35 0.2948 5.1650 1.3728
C36 -0.5816 6.2064 1.0855
C37 -0.3705 7.4605 1.6372
C38 0.7270 7.6803 2.4557
C39 1.6139 6.6475 2.7277
C40 1.3993 5.3895 2.1914
H13 -4.2916 6.1494 3.7823
H14 -3.3586 7.9915 5.1280
H15 -1.0849 7.7948 6.0845
H16 0.2635 5.7701 5.6509
H17 -0.6439 3.9540 4.2527
H18 -3.3882 6.1719 1.5742
H19 -4.4313 6.7672 -0.5762
H20 -5.6710 5.0640 -1.8652
H21 -5.8600 2.7526 -0.9938
H22 -4.8120 2.1559 1.1592
H23 -2.3198 2.2360 -0.4994
H24 -3.4217 2.4795 -2.6869
H25 -2.5640 4.1010 -4.3384
H26 -0.6144 5.5209 -3.7855
H27 0.4880 5.2983 -1.5935
H28 -1.4133 6.0398 0.4155
H29 -1.0582 8.2671 1.4188
H30 0.8952 8.6620 2.8796
H31 2.4760 6.8231 3.3578
H32 2.0942 4.5836 2.3899
F1 -1.0957 -1.4365 -6.1720
C41 -0.2788 -1.2528 -5.1357
C42 -0.0581 0.0207 -4.6417
F2 -0.6846 1.0652 -5.1953
C43 0.7843 0.2014 -3.5635
F3 0.9391 1.4442 -3.0951
C44 1.4346 -0.8603 -2.9415
S1 2.5234 -0.6203 -1.5726
C45 1.1856 -2.1273 -3.4560
F4 1.7577 -3.2010 -2.9074
C46 0.3430 -2.3314 -4.5365
F5 0.1249 -3.5646 -4.9986

Properties
2S+1: 1
Orbital gap, eV: 7.11
Highest occupied orbital energy, eV: -7.705

Results of the Löwdin charge analysis, in e, for atoms 1 through 4: 0.390 -0.008 -0.246 -0.021

#b
Here is a molecular structure, C46H32F5InN6OP2SSe2 from the Open Molecules 2025 dataset. Energies are from ωB97M-V with the def2-TZVPD basis set.

Cartesian coordinates (Å):
In1 -0.0120 0.2195 -0.0594
C1 -2.9408 -2.3786 -2.4211
C2 -2.0498 -1.2911 -1.9086
N1 -1.3465 -1.4196 -0.8404
N2 -1.3461 -2.5535 -0.1355
C3 -0.7938 -2.4115 1.0730
O1 -0.3542 -1.3292 1.5620
C4 -0.7226 -3.6453 1.8951
C5 -0.2891 -3.5488 3.2149
C6 -0.1884 -4.6845 4.0011
C7 -0.5152 -5.9255 3.4733
C8 -0.9522 -6.0259 2.1590
C9 -1.0590 -4.8920 1.3716
C10 -1.9905 0.0146 -2.5752
C11 -2.8051 0.3208 -3.6627
C12 -2.7559 1.5903 -4.2109
C13 -1.9101 2.5352 -3.6541
C14 -1.1252 2.1596 -2.5759
N3 -1.1501 0.9311 -2.0685
H1 -2.8474 -3.2425 -1.7708
H2 -2.6635 -2.6632 -3.4380
H3 -3.9819 -2.0500 -2.4258
H4 -0.0401 -2.5736 3.6106
H5 0.1473 -4.6006 5.0266
H6 -0.4319 -6.8156 4.0840
H7 -1.2113 -6.9924 1.7459
H8 -1.4016 -4.9547 0.3487
H9 -3.4749 -0.4253 -4.0651
H10 -3.3773 1.8437 -5.0598
H11 -1.8531 3.5431 -4.0392
H12 -0.4625 2.8654 -2.0931
Se1 6.2824 1.8978 -2.8360
P1 4.7311 3.2787 -2.5336
C15 4.0928 4.0373 -4.0599
C16 3.0445 4.9578 -4.0148
C17 2.5806 5.5182 -5.1939
C18 3.1472 5.1612 -6.4107
C19 4.1870 4.2455 -6.4521
C20 4.6630 3.6830 -5.2761
C21 5.2177 4.6272 -1.4235
C22 5.3880 5.9327 -1.8644
C23 5.8029 6.9082 -0.9685
C24 6.0505 6.5776 0.3540
C25 5.8887 5.2689 0.7910
C26 5.4763 4.2911 -0.0968
C27 3.2619 2.6408 -1.7065
C28 2.7876 1.3819 -1.3318
N4 1.5921 1.6163 -0.7487
N5 1.3482 2.9165 -0.7449
N6 2.3351 3.5445 -1.3165
P2 3.4554 -0.2804 -1.4017
Se2 1.9882 -1.6623 -0.6430
C29 3.7051 -0.6668 -3.1559
C30 4.8135 -1.2822 -3.7203
C31 4.8086 -1.6044 -5.0685
C32 3.7058 -1.3158 -5.8562
C33 2.5966 -0.6988 -5.2943
C34 2.5927 -0.3819 -3.9480
C35 4.8642 -0.2651 -0.2573
C36 4.5457 0.2948 0.9817
C37 5.5019 0.3696 1.9789
C38 6.7789 -0.1234 1.7475
C39 7.0876 -0.7021 0.5270
C40 6.1346 -0.7788 -0.4769
H13 2.5990 5.2166 -3.0634
H14 1.7750 6.2411 -5.1618
H15 2.7739 5.5962 -7.3293
H16 4.6349 3.9673 -7.3974
H17 5.4745 2.9660 -5.2909
H18 5.2012 6.1817 -2.9008
H19 5.9307 7.9282 -1.3076
H20 6.3784 7.3405 1.0487
H21 6.0846 5.0098 1.8234
H22 5.3616 3.2625 0.2283
H23 5.6898 -1.4996 -3.1315
H24 5.6789 -2.0768 -5.5049
H25 3.7079 -1.5736 -6.9073
H26 1.7324 -0.4691 -5.9039
H27 1.7212 0.0863 -3.5036
H28 3.5447 0.6647 1.1685
H29 5.2450 0.8074 2.9347
H30 7.5311 -0.0611 2.5231
H31 8.0812 -1.0916 0.3480
H32 6.3988 -1.2279 -1.4207
F1 0.6383 2.9297 6.4002
C41 0.1368 2.6441 5.2004
C42 0.9049 1.9837 4.2607
F2 2.1591 1.6257 4.5473
C43 0.3710 1.6951 3.0205
F3 1.1541 1.0244 2.1505
C44 -0.9190 2.0534 2.6471
S1 -1.6135 1.7530 1.0836
C45 -1.6697 2.7147 3.6230
F4 -2.9182 3.0901 3.3473
C46 -1.1612 3.0033 4.8743
F5 -1.9143 3.6299 5.7781

Properties
2S+1: 1
Orbital gap, eV: 7.21
Highest occupied orbital energy, eV: -7.884

Results of the Löwdin charge analysis, in e, for atoms 1 through 4: 0.478 -0.012 -0.243 -0.052

Going by the energies, #a is most stable and the next is 11.1 kcal/mol up.

#a
Here is a gas-phase ion, C6H8N3O (charge +1) from the Open Molecules 2025 dataset. Energies are from ωB97M-V with the def2-TZVPD basis set.

Cartesian coordinates (Å):
C1 0.9735 1.5997 0.5556
C2 0.3657 0.4237 -0.2008
N1 -0.8379 0.8883 -0.8687
C3 -2.0263 0.4457 -0.5181
N2 -2.1723 -0.7676 -0.0361
C4 -1.2547 -1.4845 0.4761
C5 0.0670 -0.9253 0.8410
N3 1.0294 -1.8613 0.3546
C6 1.6039 -1.3922 -0.6600
O1 1.2817 -0.1558 -1.0904
H1 1.4716 2.2632 -0.1517
H2 1.7174 1.2452 1.2648
H3 0.2040 2.1535 1.0867
H4 -0.7126 1.6765 -1.4963
H5 -2.9199 1.0166 -0.7367
H6 -1.3792 -2.5614 0.5149
H7 0.2250 -0.6532 1.8837
H8 2.3636 -1.9111 -1.2185

Properties
2S+1: 1
SMILES: C[C@]12[NH+]=CN=C[C@H]1N=CO2
Total charge: +1
Orbital gap, eV: 8.88
Highest occupied orbital energy, eV: -14.618

Results of the Löwdin charge analysis, in e, for atoms 1 through 4: 0.031 -0.377 0.177 -0.045

#b
Here is 2 unconnected molecules or ions with the total composition C6H8N3O from the Open Molecules 2025 dataset. Energies are from ωB97M-V with the def2-TZVPD basis set.

Cartesian coordinates (Å):
C1 -2.5055 -0.8347 -0.3622
C2 -1.9657 0.0169 -1.0369
C3 1.0325 -0.7005 -0.0937
C4 0.8410 -1.3847 1.0439
C5 -0.2522 0.4574 2.0807
C6 0.7017 0.6928 -0.1335
N1 0.2843 -0.8083 2.1572
N2 0.0327 1.1500 0.8917
N3 0.8853 1.4450 -1.2006
O1 -0.7093 0.9970 3.0349
H1 -3.0467 -1.5306 0.2645
H2 1.6419 -1.2488 -0.9033
H3 0.8993 -2.4757 0.9110
H4 0.0570 -1.1905 3.0690
H5 -0.3997 2.0569 0.8718
H6 -1.7862 0.5928 -1.9186
H7 1.2515 1.0682 -2.0613
H8 1.0571 2.4659 -1.1846

Properties
2S+1: 1
Total charge: +1
Orbital gap, eV: 9.43
Highest occupied orbital energy, eV: -13.866

Results of the Löwdin charge analysis, in e, for atoms 1 through 4: 0.047 -0.019 -0.010 -0.035

Going by the energies, #a is most stable and the next is 3.3 kcal/mol up.

#a
Here is a gas-phase ion, C5H9N2O2S (charge +1) from the Open Molecules 2025 dataset. Energies are from ωB97M-V with the def2-TZVPD basis set.

Cartesian coordinates (Å):
C1 1.4285 -0.0072 -1.9464
C2 1.5876 -1.5116 0.0532
C3 0.1596 0.4371 -2.1328
C4 0.3380 -0.0580 1.7886
C5 -2.2156 1.1613 -0.8092
N1 1.7086 -0.9878 -1.1089
N2 1.1928 -1.1176 1.2896
O1 -0.1716 0.6802 0.5974
O2 -0.7061 -0.6415 2.4979
S1 -0.9236 0.0495 -0.8269
H1 2.2482 0.4016 -2.5119
H2 1.8742 -2.6089 0.1868
H3 -0.1726 1.2480 -2.7888
H4 0.9507 0.6572 2.2943
H5 -3.2169 0.7539 -0.4038
H6 -2.5486 1.5985 -1.7526
H7 -2.1229 2.0125 -0.0555
H8 1.5500 -1.6716 2.1355
H9 -0.9603 -0.3955 3.4937

Properties
2S+1: 1
Total charge: +1
Orbital gap (alpha / beta), eV: 8.67 / 8.67
Highest occupied orbital energy (alpha / beta), eV: -12.894 / -12.894

Results of the Löwdin charge analysis, in e, for atoms 1 through 4: -0.178 -0.161 -0.268 -0.384

#b
Here is a molecular structure, C5H9N2O2S from the Open Molecules 2025 dataset. Energies are from ωB97M-V with the def2-TZVPD basis set.

Cartesian coordinates (Å):
C1 -1.5087 -1.4147 0.2713
C2 -0.9805 -2.2600 1.4245
C3 0.3834 -1.7755 0.9303
C4 0.1749 0.8833 0.0692
C5 -0.9206 1.7079 -0.4832
N1 -0.2154 -1.1617 -0.2253
N2 1.4399 0.8044 -0.7657
O1 -2.5583 -0.9799 -0.0798
O2 0.3472 0.8258 1.3639
S1 1.2617 -0.4941 1.9595
H1 -1.3106 -1.9200 2.4023
H2 -1.1485 -3.3293 1.3276
H3 1.1644 -2.5059 0.7160
H4 -0.8109 2.7476 -0.1585
H5 -1.8821 1.3518 -0.1066
H6 -0.9490 1.6493 -1.5695
H7 1.4747 1.5503 -1.4746
H8 1.4437 -0.1153 -1.2424
H9 2.2692 0.8624 -0.1512

Properties
2S+1: 1
Total charge: +1
Orbital gap, eV: 8.80
Highest occupied orbital energy, eV: -13.474

Results of the Löwdin charge analysis, in e, for atoms 1 through 4: -0.482 -0.039 -0.524 -0.405

Going by the energies, #b is most stable and the next is 15.9 kcal/mol up.